A.
# C44H121N11O11

A cluster of 11 separate species, C44H121N11O11 in total (ωB97M-V/def2-TZVPD, the OMol25 dataset).

Summary:
E_LUMO in eV: 0.302
SMILES: COC[C@H](C)N.COC[C@H](C)N.COC[C@H](C)N.COC[C@H](C)N.COC[C@H](C)N.COC[C@H](C)N.COC[C@H](C)N.COC[C@H](C)N.COC[C@H](C)N.COC[C@H](C)N.COC[C@H](C)N
Gap between HOMO and LUMO in hartree: 0.33286

Geometry as ORCA input:
```
! RIJCOSX wB97M-V def2-TZVPD def2/J DEFGRID3
* xyz 0 1
C -5.61 3.64 -2.00
H -10.01 -3.56 0.19
H -1.45 -4.99 2.18
H -7.00 3.51 0.12
H 2.33 -4.90 4.94
H 3.33 -0.78 10.07
H 10.72 6.91 1.33
H 2.47 3.68 0.47
H 11.11 6.28 2.92
H 6.33 8.01 8.45
H -10.14 -0.17 -4.87
N 12.47 5.41 0.03
H 4.37 -6.07 3.52
C 0.03 -4.94 -7.28
H 2.01 1.46 5.15
H -5.03 3.53 -1.08
H 0.07 -6.72 1.26
H 12.80 4.79 1.90
H -6.19 -2.61 -7.12
C -6.73 -2.01 2.48
H -4.56 5.34 -2.81
H 12.33 7.17 1.94
H 9.13 2.84 3.90
C -5.50 -2.47 -3.96
H 1.15 -5.86 -5.74
H -1.54 -4.96 -0.68
H 0.80 -1.13 0.85
O -0.40 -7.06 -6.35
H -4.92 -7.66 0.12
H -6.55 4.79 -4.32
H -2.73 -7.02 1.21
H 4.18 1.62 8.79
H 0.54 -5.48 -8.07
O -6.86 4.28 -1.84
H 1.49 -1.20 -1.58
C -2.68 0.61 -9.80
H -2.75 4.43 -3.70
C -4.93 -6.70 -0.40
H -5.02 4.76 -5.27
C 2.46 2.97 1.29
O 1.28 2.28 1.44
H 3.67 -3.66 3.60
C 2.72 0.13 10.14
C 2.19 2.92 7.05
C 6.89 7.23 4.30
H 1.79 -0.16 10.63
C -5.60 -1.23 1.89
H -10.90 -3.17 1.73
C 6.58 8.69 4.57
H -1.92 0.18 -7.41
H -1.74 -5.72 -7.63
H 2.36 -6.53 9.09
H -1.84 -0.09 -9.76
H 0.63 2.24 -0.59
C 11.91 5.07 1.33
H 1.39 2.60 7.71
H -8.90 0.88 -4.62
O 10.29 3.85 2.63
H 2.61 0.69 -0.36
H -2.99 -0.47 -12.14
C -4.82 4.33 -3.12
C 3.14 1.72 6.80
H -5.88 3.31 -4.77
H -7.03 -3.27 -5.04
H -3.60 2.29 -8.66
C -1.48 2.54 -8.61
H 1.65 0.45 6.35
H 9.89 4.44 0.74
H -2.47 -4.14 1.39
H 3.50 -6.98 4.67
H -6.96 -3.80 3.20
H -1.71 3.41 -7.99
H 2.20 -4.78 9.19
N 3.97 -3.69 4.57
H -5.94 -0.24 1.59
C -7.88 -2.12 1.38
H -4.85 -1.00 2.64
H 5.06 -6.39 5.08
H 3.15 -3.82 7.05
H -0.09 -6.95 -0.45
H 0.81 -3.17 -8.18
H -5.90 2.66 -2.38
H -1.30 0.04 -12.08
O 2.48 0.58 8.80
H 5.63 8.94 4.10
H 11.77 5.98 -0.43
H -4.89 -6.89 -1.48
H -4.81 -1.63 -3.93
H 8.31 3.37 2.39
H -8.26 3.05 -1.04
C 3.40 -4.82 5.13
C 9.22 2.96 2.82
H 0.82 0.34 -2.21
H 3.24 0.83 10.78
H 1.69 -0.31 1.87
O -3.91 -5.85 0.00
H 0.05 -8.20 -4.66
H 8.44 9.47 4.60
O 2.78 -5.77 7.31
N -5.60 -2.33 -6.35
H -8.25 4.63 -0.29
C -5.58 4.31 -4.45
C -2.33 0.39 -12.12
C -7.42 -1.19 -5.23
H 4.60 -4.76 6.97
H 3.54 -2.91 5.04
H -8.25 -1.14 1.09
H 7.40 10.52 4.11
C -2.74 1.63 -8.57
H -7.51 -2.47 0.42
H 1.58 -3.60 -6.66
H 0.03 -2.82 -6.61
N -1.53 -4.49 1.30
N 7.64 9.54 4.00
H -4.97 -3.42 -3.96
H -0.67 2.01 -8.11
H -5.94 -6.31 -0.31
H 13.23 6.05 0.16
C -7.61 3.86 -0.72
N -1.36 -4.79 -7.76
C 6.62 8.95 6.09
C 5.39 8.39 8.05
H -6.89 -0.24 -5.24
C 0.93 -0.29 -1.33
C -9.32 -0.02 -4.18
H 6.12 6.58 4.72
H -10.25 -1.91 0.73
H 4.60 7.75 8.43
H 2.72 3.72 7.57
H 0.76 -5.52 0.15
N -3.44 3.80 -3.33
O -8.90 -2.97 1.86
H 3.24 2.22 1.18
H 7.50 8.53 6.57
N -6.17 -3.31 2.79
H 9.57 2.06 2.31
H -7.19 -1.65 3.40
N 1.65 -0.59 0.90
H 6.57 10.02 6.30
H -5.12 -1.63 1.00
C 0.75 1.57 0.26
C 0.10 -5.77 -6.00
H 2.85 3.46 2.18
C -6.42 -2.38 -5.18
H 7.86 6.84 4.60
C -2.64 -6.46 0.28
H -3.41 2.96 -3.88
H -2.45 -7.17 -0.52
H -1.19 2.96 -9.57
H -1.27 -4.74 -8.76
H -6.00 -2.41 -3.00
C -10.07 -2.93 1.07
C -0.08 -6.18 0.33
C 3.59 1.02 8.11
H 3.99 2.08 6.20
H -1.24 -8.77 -5.67
H -3.48 0.33 -7.36
H 1.84 3.49 6.19
H -1.58 -7.39 -4.58
H -0.44 -5.36 -5.14
C 4.14 -6.09 4.59
O -8.32 -1.06 -4.11
H -4.80 -2.94 -6.39
H -7.91 -1.22 -6.21
N -2.64 0.89 -7.39
C 11.51 6.44 1.92
H -2.43 0.89 -13.08
C -1.47 -5.51 0.26
H -0.22 1.36 0.70
H 5.28 9.41 8.42
C 10.73 4.02 1.29
H -9.73 0.17 -3.19
H 6.85 7.06 3.23
N 2.43 0.89 5.87
C -0.83 -7.87 -5.21
C 3.55 -4.76 6.67
O 5.44 8.34 6.67
H 4.17 0.15 7.81
C 0.62 -3.53 -7.17
H 11.11 3.11 0.82
C 1.60 0.37 -0.13
H -0.06 -0.66 -1.09
O -2.63 1.24 -11.04
H -6.10 -3.82 1.92
H -3.55 -0.03 -9.64
C 2.77 -5.58 8.74
H 3.81 -5.41 9.03
*
```

B.
# C44H121N11O11

A cluster of 11 separate species, C44H121N11O11 in total (ωB97M-V/def2-TZVPD, the OMol25 dataset).

Summary:
E_LUMO in eV: 0.488
SMILES: COC[C@H](C)N.COC[C@H](C)N.COC[C@H](C)N.COC[C@H](C)N.COC[C@H](C)N.COC[C@H](C)N.COC[C@H](C)N.COC[C@H](C)N.COC[C@H](C)N.COC[C@H](C)N.COC[C@H](C)N
Gap between HOMO and LUMO in hartree: 0.35087

Geometry as ORCA input:
```
! RIJCOSX wB97M-V def2-TZVPD def2/J DEFGRID3
* xyz 0 1
C 4.78 4.63 -9.06
H 8.08 -0.35 5.37
O 4.10 2.38 -8.26
H 3.27 0.66 -7.72
C -4.97 10.03 -3.33
C -1.94 9.10 5.05
H 7.86 -6.88 1.91
H 7.54 -11.15 0.96
H 4.28 3.98 -7.05
H 8.93 -10.30 0.74
C -12.12 0.80 0.92
H -1.60 6.60 4.50
H 2.28 -5.53 9.14
H -10.32 0.95 -6.49
C 1.62 -1.90 1.24
H -2.33 -2.85 6.29
H 12.64 -1.61 -1.53
H 1.65 -3.31 -0.21
H -10.60 1.47 2.81
H 3.64 6.21 -8.27
H 11.67 0.31 8.93
H -11.33 0.44 4.00
C -9.96 4.43 -5.73
H 2.09 -2.81 2.88
H -10.06 2.75 -4.54
H 6.18 -11.01 -1.34
C -9.70 -0.50 2.86
C 3.92 3.83 -8.06
H -5.44 13.38 -3.37
H -1.82 8.58 -3.13
N 8.52 -0.95 9.67
H 13.48 -0.22 -2.82
H -5.65 -4.63 -3.76
C -0.90 -0.37 -0.93
C -6.07 -6.21 -5.18
H -1.26 5.81 8.53
H -1.02 -0.34 -2.01
H 9.71 1.65 7.87
O -4.60 11.46 -3.36
C -2.25 -3.92 6.50
H 12.95 0.08 -4.36
H -2.52 -4.29 5.51
H -8.19 1.75 -5.45
C -3.76 -5.44 -4.40
O -2.40 8.00 5.90
H 10.87 -1.19 8.50
H 1.72 -4.13 1.33
C -1.20 6.10 6.64
H 2.40 -1.25 0.82
H -2.26 6.93 7.87
H 1.13 -7.26 9.45
H 9.34 0.87 10.17
N 12.67 -0.05 -3.40
H -8.84 -0.18 3.45
H -0.87 9.14 4.81
C 0.12 -1.56 0.87
H -2.54 9.21 -4.54
N -5.40 -4.03 -5.76
H 2.49 2.07 -7.07
C 1.48 -5.28 8.45
O -11.76 1.92 -5.99
H 12.34 -2.07 -4.00
H 8.36 -7.50 0.52
C 8.24 -7.83 1.55
H 11.04 -2.44 -1.81
H -5.94 12.11 -4.63
H -5.28 9.63 -4.29
H 6.25 -9.42 -2.03
H 5.81 4.31 -9.22
C 7.47 -9.13 1.72
N 4.28 4.53 -10.43
C -0.61 4.68 6.28
H 1.47 -4.19 8.43
H 6.44 -8.80 1.77
H -9.25 5.09 -5.23
H -6.36 -3.92 -6.03
O 7.65 -9.82 -0.66
H -12.64 1.51 -7.76
O 9.73 -2.12 -4.07
C -9.68 2.91 -5.55
C -2.48 9.38 -3.46
H 11.20 -0.68 -1.46
H -10.55 2.39 -7.51
H -5.79 9.85 -2.63
H -0.51 6.93 6.82
C 9.48 0.14 9.38
H 9.51 0.23 4.78
H -11.02 4.62 -5.52
C -5.21 -5.04 -4.67
H 4.39 3.57 -10.74
H -1.91 -5.95 7.81
H -0.46 -7.26 9.91
C -0.92 -5.57 7.57
N -4.20 7.81 -2.61
H 8.05 1.00 7.89
H -13.69 1.43 -6.36
N 1.79 -1.86 2.68
H 0.03 4.32 7.09
C -5.67 12.34 -3.60
H -5.03 -4.43 -6.61
H 5.49 -9.53 -0.46
N -10.05 -1.87 3.31
C -4.18 -6.50 -2.21
N 0.18 -7.17 9.13
H -2.89 5.99 5.30
H 5.10 6.15 -7.49
H 1.78 -5.62 7.46
H 2.36 1.63 -8.88
H 0.90 -1.79 3.16
H -8.11 2.81 -6.60
H -0.71 -6.08 6.63
H 11.04 -0.82 10.20
H 3.28 4.56 -10.54
H -7.04 -5.88 -5.57
H 5.08 6.77 -9.17
H -4.45 7.52 -3.54
C -12.89 2.01 -6.82
C 8.86 0.35 5.65
C -9.13 -0.69 1.43
C -10.93 0.45 2.99
C 9.10 0.76 8.02
H -10.94 -2.06 2.87
H 8.59 1.40 5.61
C 6.27 -9.96 -1.09
C -3.79 9.20 -2.79
H -1.83 -0.69 -0.45
H -3.20 -4.60 -4.01
H 9.28 -7.83 1.89
H -0.11 -0.66 1.44
C 4.69 6.01 -8.49
H -0.62 -2.19 1.36
H -3.34 -5.83 -5.33
H 7.73 -8.93 3.79
H -8.24 -1.27 1.22
H 10.03 -0.08 -3.61
H 8.71 -9.96 3.20
C 11.64 -1.54 -1.96
H 8.19 -1.86 -5.43
H 7.60 -0.66 9.39
H -6.28 -6.92 -4.38
C 2.96 1.67 -7.96
H -10.32 -1.82 4.28
C -10.53 2.03 -6.48
C 0.07 -5.80 8.74
H -4.89 7.71 -1.88
H -2.40 8.91 4.08
C -2.06 6.67 5.48
O -11.94 -0.01 2.08
H -5.09 -5.93 -2.00
H -12.80 1.63 1.11
H -2.50 9.98 5.37
H -0.29 -5.12 9.51
H -5.48 -6.72 -5.94
C 2.05 -3.23 0.81
N 7.77 -9.62 3.06
H -1.51 4.10 6.10
H -9.78 -0.97 0.60
O 9.35 -0.12 6.91
C 11.85 -1.27 -3.44
O -1.04 -4.16 7.18
H -11.09 0.99 0.59
H 8.58 -1.80 9.12
H 7.91 -1.05 -3.90
H 7.89 -2.75 -3.81
H -4.11 -7.43 -1.66
H 10.42 -0.74 -5.15
H -8.90 0.30 1.03
H -3.57 9.56 -1.79
O -3.66 -6.61 -3.52
H -2.09 10.36 -3.18
C 10.47 -0.96 -4.08
H -13.22 2.97 -7.22
H -6.48 11.97 -2.98
H -3.44 -5.95 -1.63
H 3.12 -3.31 0.68
N -8.27 2.74 -5.60
C 8.35 -1.93 -4.36
H 2.87 4.12 -8.01
N -1.98 5.96 7.83
H -3.15 -4.11 7.08
H -12.57 0.22 0.11
C 10.87 -0.37 9.22
H 0.00 4.60 5.38
C 7.85 -10.15 0.66
H -0.61 0.62 -0.60
O -0.12 -1.38 -0.48
H -9.77 4.86 -6.71
*
```

C.
# C44H121N11O11

A cluster of 11 separate species, C44H121N11O11 in total (ωB97M-V/def2-TZVPD, the OMol25 dataset).

Summary:
E_LUMO in eV: 0.370
SMILES: COC[C@H](C)N.COC[C@H](C)N.COC[C@H](C)N.COC[C@H](C)N.COC[C@H](C)N.COC[C@H](C)N.COC[C@H](C)N.COC[C@H](C)N.COC[C@H](C)N.COC[C@H](C)N.COC[C@H](C)N
Gap between HOMO and LUMO in hartree: 0.34096

Geometry as ORCA input:
```
! RIJCOSX wB97M-V def2-TZVPD def2/J DEFGRID3
* xyz 0 1
C 14.00 10.40 1.44
C 4.57 16.13 -1.25
H 6.62 12.17 0.20
H 11.14 13.18 -1.05
H 2.62 10.08 -5.21
C 2.80 12.53 -0.05
H 8.32 17.68 2.06
O 15.86 13.16 -1.79
H 9.12 18.11 -2.12
H 4.40 12.34 2.22
N 1.80 18.90 -5.91
H 7.56 15.51 -3.14
H 17.35 11.75 -2.00
H 7.54 13.69 1.54
H 10.66 16.34 0.94
C 5.35 16.56 -5.27
H 12.54 11.02 -0.04
H 2.58 16.81 -4.81
H 13.87 18.02 5.18
H 8.39 13.98 -3.06
H 11.53 9.62 1.91
H 1.60 11.52 -8.51
H 12.29 18.28 0.33
O 9.69 19.94 -2.86
H 1.58 11.30 -6.06
C 7.78 16.99 -9.21
H 13.02 8.36 -0.36
H 11.08 22.98 2.71
C 11.75 17.40 -3.79
H 2.12 19.31 -2.56
H 12.03 12.29 -4.03
H 10.60 18.76 -1.40
O 7.66 14.62 -1.22
H 12.62 17.82 -4.28
C 3.26 17.58 -4.42
H 2.77 10.52 -9.44
H 14.23 16.08 2.05
C 5.17 17.64 0.40
H 11.80 17.36 -2.70
C 14.01 8.45 0.09
H 17.63 13.08 -0.78
H 13.77 19.07 1.05
H 9.81 23.12 1.63
H 12.38 17.74 4.68
C 6.59 17.90 -8.87
O 9.49 21.77 3.26
H 10.14 19.89 4.76
H 13.83 17.44 0.42
C 12.70 11.10 1.04
C 6.25 12.24 1.24
H 9.08 21.03 1.44
H 14.61 9.10 -0.54
C 9.02 19.43 2.90
H 10.96 16.97 -6.08
N 9.13 18.29 1.97
H 13.29 12.93 -5.06
H 8.71 17.52 -8.99
C 13.79 13.21 -2.98
H 15.67 12.21 -3.58
O 4.11 12.87 0.33
N 10.45 13.85 -1.36
H 9.93 17.78 2.30
H 6.61 14.03 -2.84
H 1.14 9.04 -7.12
C 11.03 15.70 0.13
C 2.58 11.03 -8.50
O 4.12 17.23 -0.45
O 3.58 11.86 -5.73
H 4.49 17.23 3.86
C 12.29 15.33 4.05
H 8.81 15.11 -5.35
H 9.39 19.76 -4.80
H 13.45 12.74 -2.06
C 7.08 11.29 2.10
N 13.20 17.27 5.08
N 6.54 13.60 1.71
C 7.55 14.54 -2.63
H 13.30 12.87 2.24
H 2.86 13.35 -4.61
H 8.00 19.61 3.27
H 7.94 13.98 -6.33
N 11.52 10.62 1.75
H 11.59 11.09 2.65
H 12.37 14.79 -2.90
H 14.89 10.70 0.89
C 7.94 15.70 -8.42
H 6.81 10.26 1.82
H 8.99 18.49 4.86
H 6.67 18.70 -9.61
H 2.45 18.67 -6.66
O 4.50 17.68 -5.11
H 5.04 15.34 -0.68
H 6.31 16.83 -4.83
C 1.58 19.26 -3.51
C 3.55 12.50 -4.48
C 8.70 15.44 -0.73
C 4.76 12.00 1.24
C 9.96 14.69 -0.24
N 7.85 16.74 -10.67
N 2.12 8.88 -7.35
H 7.04 15.09 -8.59
H 9.57 13.37 -1.52
H 12.40 14.45 3.42
H 14.33 15.63 4.53
H 14.00 15.30 -3.11
H 3.41 18.10 2.80
H 9.62 17.33 -4.10
N 10.48 17.82 -5.81
H 3.66 15.77 -1.74
H 9.57 23.81 3.27
C 2.60 10.89 -5.94
C 4.45 17.81 2.93
H 8.79 16.41 -10.86
H 4.49 12.95 -4.16
H 11.80 16.34 -4.06
C 9.70 19.03 4.24
H 8.15 11.41 1.96
H 17.78 13.37 -2.51
H 6.78 11.34 3.15
C 13.52 16.23 4.09
H 3.27 11.88 -8.53
H 11.19 16.32 -0.75
H 7.28 15.92 -10.88
O 8.15 15.90 -7.04
H 9.10 19.48 -0.94
H 10.60 18.44 4.03
H 9.52 17.69 -6.13
N 13.31 14.57 -3.19
H 9.61 14.19 0.68
H 10.68 20.46 2.14
H 3.25 19.73 -4.62
C 9.61 19.03 -1.79
C 2.81 10.17 -7.29
C 10.20 19.47 -4.13
H 3.38 17.36 -3.36
H 2.16 13.36 -0.34
H 15.76 13.95 -3.65
H 5.52 16.39 -6.33
C 5.07 17.01 1.79
C 15.29 13.13 -3.10
H 0.81 18.48 -3.44
C 13.97 16.86 2.78
H 5.59 17.47 -8.98
H 4.57 10.93 1.07
H 6.43 16.20 3.12
H 9.55 14.38 -6.95
C 13.18 18.16 0.94
H 13.47 13.15 0.57
C 2.54 18.90 -4.65
H 14.45 7.46 0.18
H 8.27 15.93 0.15
H 8.96 16.30 -1.36
H 2.43 8.40 -6.50
H 8.83 15.22 -8.85
C 9.63 20.70 2.32
H 13.66 11.45 -4.26
C 17.22 12.81 -1.75
C 13.11 12.39 -4.13
C 8.71 14.76 -6.38
C 10.46 17.99 -4.34
H 1.18 20.26 -3.66
O 13.81 8.98 1.41
H 3.88 9.93 -7.29
H 14.85 17.49 2.89
H 6.80 15.87 1.64
H 2.29 11.94 0.72
H 2.89 11.89 -0.94
H 12.11 15.00 5.07
H 4.93 15.67 -4.79
C 9.97 22.97 2.70
H 11.44 15.88 3.64
H 4.58 16.03 1.75
H 5.09 18.66 3.20
O 12.89 17.64 2.24
H 6.12 14.24 1.03
H 11.90 13.14 1.27
H 6.14 17.46 -0.07
H 1.12 18.15 -5.88
H 10.98 20.18 -4.40
H 5.27 16.53 -2.00
H 3.22 11.87 -3.64
N 6.42 16.62 2.19
H 6.80 18.27 -7.87
H 5.14 18.73 0.56
H 14.14 10.61 2.50
C 12.85 12.60 1.28
H 12.00 15.38 0.50
*
```

Stability check: which of them is most stable? C.